(1)
Formula: C3H5N3
Source: OMol25
Level of theory: ωB97M-V/def2-TZVPD

Atoms and positions in Å:
1 C 0.2907 -0.8196 1.1449
2 C -0.1813 -0.3139 -0.0381
3 C -1.2880 0.5296 -0.3677
4 N -1.1463 1.3079 -1.5107
5 N 1.5936 -0.7055 0.6882
6 N 1.0987 -0.5039 -0.6720
7 H 0.0292 -0.8975 2.1088
8 H -2.0268 0.5967 0.5444
9 H -1.9142 1.9625 -1.7156
10 H 2.2115 -1.5914 0.7275
11 H 1.3328 0.4351 -0.9097

Computed properties:
Electronic energy, hartree: -281.43391
ΔE to the lowest compared entry with this formula, charge and spin, kcal/mol: 97.98
LUMO, eV: 0.28
HOMO-LUMO gap, eV: 8.795

***

(2)
Formula: C16H17N
Source: OMol25
Level of theory: ωB97M-V/def2-TZVPD

Atoms and positions in Å:
1 C 1.9284 1.3719 0.3413
2 C 1.4676 0.4748 1.4304
3 C 0.5942 0.9039 2.4704
4 N 0.0089 -0.2058 3.0971
5 C 0.4341 -1.3595 2.3635
6 C 0.1716 -2.6966 2.4995
7 C 0.9748 -3.5898 1.7345
8 C 1.7718 -3.2592 0.6056
9 C 1.8901 -1.8387 0.4853
10 C 1.2707 -0.9302 1.3770
11 H 1.2731 1.2852 -0.4917
12 H 2.8924 1.3844 0.0661
13 H 1.8179 2.5214 0.5776
14 H 0.6318 1.8819 3.0670
15 H -0.9744 -0.0857 3.3746
16 H -0.3645 -3.2047 3.2062
17 H 0.6794 -4.5260 1.8692
18 H 2.0898 -3.9864 -0.1312
19 H 2.3437 -1.6610 -0.4712
20 C -2.3611 2.1159 -0.0512
21 C -1.6561 1.5347 -1.1908
22 C -0.7862 2.1901 -2.1103
23 C -0.1292 1.4986 -3.1181
24 C -0.5892 0.2550 -3.6063
25 C -1.4149 -0.4003 -2.7264
26 C -1.8812 0.1897 -1.5592
27 H -1.9898 1.6372 0.9510
28 H -3.3550 2.0181 -0.0196
29 H -2.3066 3.2458 0.0138
30 H -0.7361 3.2880 -2.3025
31 H 0.5309 2.2096 -3.5834
32 H -0.3559 -0.3339 -4.4747
33 H -1.6456 -1.4117 -2.9088
34 H -2.2251 -0.5165 -0.7845

Computed properties:
Electronic energy, hartree: -674.52444
ΔE to the lowest compared entry with this formula, charge and spin, kcal/mol: 82.95
SMILES: Cc1c[nH]c2ccccc12.Cc1ccccc1
LUMO, eV: 0.77
HOMO-LUMO gap, eV: 8.387

***

(3)
Formula: C5H8O
Source: OMol25
Level of theory: ωB97M-V/def2-TZVPD

Atoms and positions in Å:
1 C -0.7142 1.0613 0.7837
2 O -1.6310 0.1818 0.1062
3 C -1.0035 -1.0213 -0.3883
4 C 0.4716 -0.8213 -0.2233
5 C 1.2210 0.3599 -0.7669
6 C 0.6632 0.4391 0.6219
7 H -0.8007 2.0828 0.3552
8 H -0.9951 1.1688 1.8422
9 H -1.4679 -1.1420 -1.3655
10 H -1.0307 -2.2170 0.0180
11 H 0.8457 -1.8337 -0.0707
12 H 0.8029 0.9770 -1.5619
13 H 2.3000 0.2456 -0.8216
14 H 1.3386 0.5190 1.4711

Computed properties:
Electronic energy, hartree: -270.46642
ΔE to the lowest compared entry with this formula, charge and spin, kcal/mol: 57.40
SMILES: C1OC[C@H]2C[C@@H]12
LUMO, eV: 1.08
HOMO-LUMO gap, eV: 10.503

***

(4)
Formula: C13H4Cl5O3PtS
Source: OMol25
Level of theory: ωB97M-V/def2-TZVPD

Atoms and positions in Å:
1 Pt 1.4408 0.8098 0.4065
2 Cl 0.7781 -2.8538 6.4750
3 C 0.9090 -1.6226 5.2699
4 C 0.0089 -1.5773 4.2073
5 Cl -1.2525 -2.7518 4.1014
6 C 0.1177 -0.5887 3.2450
7 Cl -1.0020 -0.5299 1.9214
8 C 1.1270 0.4033 3.2880
9 O 1.2153 1.3626 2.4163
10 C 2.0130 0.3339 4.3820
11 Cl 3.2445 1.5353 4.4713
12 C 1.9095 -0.6580 5.3469
13 Cl 3.0306 -0.6972 6.6597
14 O 5.2539 -0.2092 -0.3771
15 C 4.1950 0.3785 -0.4620
16 O 3.2831 0.2178 0.4761
17 C 3.9628 1.3293 -1.6078
18 C 5.0507 2.0879 -2.0241
19 C 4.9532 2.9342 -3.1164
20 C 3.7573 3.0019 -3.8191
21 C 2.6679 2.2477 -3.4154
22 C 2.7503 1.4154 -2.2992
23 S 1.3477 0.4617 -1.8082
24 H 5.9819 1.9829 -1.4828
25 H 5.8050 3.5277 -3.4234
26 H 3.6682 3.6527 -4.6809
27 H 1.7295 2.3099 -3.9521

Computed properties:
Electronic energy, hartree: -3542.08970
ΔE to the lowest compared entry with this formula, charge and spin, kcal/mol: 0.00
Net charge: -1
LUMO, eV: 2.12
HOMO-LUMO gap, eV: 7.080

***

(5)
Formula: C46H46N5P2RuS2Si2
Source: OMol25
Level of theory: ωB97M-V/def2-TZVPD

Atoms and positions in Å:
1 Ru 0.9731 0.0851 0.1999
2 C 1.0160 -2.8772 2.9265
3 Si 1.9921 -1.2887 3.1469
4 C 1.5496 -0.8606 4.9654
5 C 3.7784 -1.9011 3.0072
6 N 1.7001 0.1817 2.2046
7 P -1.1824 0.0231 0.9586
8 C -1.9574 0.2079 -0.5080
9 P -1.3404 -0.2349 -1.9924
10 N 0.2336 0.0002 -2.1801
11 Si 1.0896 0.2034 -3.6559
12 C 2.9495 0.1727 -3.5420
13 C 0.6815 1.8931 -4.4186
14 C 0.7272 -1.1008 -4.9834
15 C -1.8469 -1.9397 -2.4652
16 C -3.2050 -2.2654 -2.4637
17 C -3.6204 -3.5680 -2.6855
18 C -2.6787 -4.5698 -2.9041
19 C -1.3282 -4.2574 -2.9052
20 C -0.9163 -2.9456 -2.6931
21 C -2.3263 0.7260 -3.2328
22 C -2.8031 1.9827 -2.8702
23 C -3.4535 2.7922 -3.7913
24 C -3.6520 2.3483 -5.0920
25 C -3.2075 1.0848 -5.4585
26 C -2.5524 0.2831 -4.5340
27 C -1.8372 -1.4349 1.8698
28 C -2.1121 -1.4621 3.2344
29 C -2.5627 -2.6272 3.8418
30 C -2.7431 -3.7807 3.0929
31 C -2.4820 -3.7606 1.7287
32 C -2.0394 -2.5953 1.1224
33 C -1.7038 1.3868 2.0830
34 C -1.0428 1.6424 3.2848
35 C -1.4287 2.7019 4.0950
36 C -2.4769 3.5274 3.7109
37 C -3.1354 3.2866 2.5119
38 C -2.7496 2.2248 1.7048
39 H 0.9750 -3.3332 3.9238
40 H 1.5265 -3.5630 2.2543
41 H -0.0019 -2.7718 2.5706
42 H 2.3241 -1.1963 5.6631
43 H 0.6211 -1.3726 5.2346
44 H 1.4053 0.2087 5.1308
45 H 4.0937 -2.3796 3.9416
46 H 4.4949 -1.1213 2.7520
47 H 3.8277 -2.6499 2.2131
48 H 3.3476 0.9359 -2.8751
49 H 3.3440 0.3474 -4.5500
50 H 3.3275 -0.7891 -3.1932
51 H 1.1203 2.6910 -3.8116
52 H -0.3925 2.0770 -4.4863
53 H 1.1026 1.9750 -5.4258
54 H 1.2862 -2.0146 -4.7642
55 H 1.0894 -0.7135 -5.9418
56 H -0.3179 -1.3832 -5.1060
57 H -3.9369 -1.4893 -2.2659
58 H -4.6776 -3.8079 -2.6750
59 H -3.0012 -5.5922 -3.0644
60 H -0.5841 -5.0301 -3.0555
61 H 0.1380 -2.7063 -2.6669
62 H -2.6574 2.2985 -1.8430
63 H -3.8128 3.7702 -3.4907
64 H -4.1594 2.9784 -5.8133
65 H -3.3684 0.7227 -6.4672
66 H -2.2194 -0.7035 -4.8299
67 H -1.9713 -0.5732 3.8355
68 H -2.7629 -2.6338 4.9073
69 H -3.0812 -4.6932 3.5701
70 H -2.6131 -4.6556 1.1324
71 H -1.8383 -2.5790 0.0581
72 H -0.2023 1.0194 3.5676
73 H -0.8935 2.8909 5.0185
74 H -2.7730 4.3607 4.3384
75 H -3.9492 3.9323 2.2003
76 H -3.2386 2.0325 0.7561
77 C -0.5600 4.0333 -0.7292
78 C -0.3885 4.7509 0.4457
79 C 0.4492 4.2411 1.4122
80 C 1.1021 3.0167 1.2037
81 N 0.8235 2.2735 0.1255
82 C 0.0327 2.7911 -0.8250
83 C 2.1732 2.6118 2.1319
84 C 2.9841 3.6774 2.5458
85 C 4.0052 3.5469 3.4611
86 C 4.2038 2.2774 3.9961
87 C 3.4398 1.2098 3.5936
88 C 2.3980 1.2796 2.6094
89 H -1.1793 4.3905 -1.5410
90 H -0.9038 5.6907 0.6070
91 H 0.6021 4.7567 2.3487
92 H -0.1124 2.1602 -1.6885
93 H 2.8018 4.6463 2.0955
94 H 4.6311 4.3876 3.7312
95 H 4.9875 2.1064 4.7269
96 H 3.6880 0.2610 4.0364
97 S 3.3412 -0.2906 -0.3205
98 C 2.9146 -1.9267 -0.5904
99 S 1.2874 -2.2415 -0.1527
100 C 3.7744 -2.8988 -1.1216
101 C 5.1139 -2.5987 -1.4827
102 N 6.2060 -2.3845 -1.7953
103 C 3.3283 -4.2272 -1.3469
104 N 2.9781 -5.3135 -1.5328

Computed properties:
Multiplicity: 2
Electronic energy, hartree: -4207.44256
ΔE to the lowest compared entry with this formula, charge and spin, kcal/mol: 0.00
Net charge: -2
LUMO (alpha / beta), eV: 4.13 / 4.10
HOMO-LUMO gap (alpha / beta), eV: 5.898 / 5.845

***

(6)
Formula: C8H9NOS
Source: OMol25
Level of theory: ωB97M-V/def2-TZVPD

Atoms and positions in Å:
1 C 3.1817 -1.4117 -1.6988
2 C 3.5063 -1.3666 -0.5604
3 C -2.8442 0.5286 -1.2711
4 C -3.3866 -0.5761 -0.5763
5 C -1.1598 0.2259 0.0705
6 C 0.1125 -0.3198 2.2586
7 C 1.1821 1.8322 -0.4925
8 C 0.0371 0.3176 0.8409
9 N -1.6484 0.9810 -0.8830
10 O 1.0530 1.1386 0.6010
11 S -2.2148 -1.1321 0.5740
12 H 2.9883 -1.4720 -2.7518
13 H -3.1884 1.1048 -2.0584
14 H -4.2952 -1.1002 -0.5866
15 H -0.7643 0.0159 2.8178
16 H 1.1661 -0.2504 2.6295
17 H -0.0506 -1.4237 2.3202
18 H 3.5368 -1.3662 0.5789
19 H 2.1881 2.3743 -0.4582
20 H 0.6003 1.8999 -1.3543

Computed properties:
Electronic energy, hartree: -838.19251
ΔE to the lowest compared entry with this formula, charge and spin, kcal/mol: 158.33
LUMO (alpha / beta), eV: -0.23 / 0.53
HOMO-LUMO gap (alpha / beta), eV: 7.099 / 7.461